1.
Molecular formula: C27H44Cl2NO18S
Method: DFT, the ωB97M-V functional and the def2-TZVPD basis

Geometry as XYZ:
```
93
Properties=species:S:1:pos:R:3:forces:R:3
C -2.5190 -1.7176 0.9738 0.7 1.0 0.1
C -1.1701 -1.2399 0.5508 -1.1 -0.3 1.0
Cl -0.8864 0.3166 1.3329 0.4 0.6 0.3
C -0.1810 -2.2660 0.9151 0.8 0.4 -0.9
C 1.1934 -1.9574 0.4050 0.3 0.4 1.4
C 1.8626 -3.2336 0.0427 0.0 1.2 -1.0
N 3.2525 -2.8668 -0.2995 -0.2 -0.7 1.6
C 3.9457 -2.6994 0.9942 -0.4 0.7 -0.6
C 3.3563 -1.5783 1.8431 -0.2 0.1 -0.5
O 3.0982 -2.1317 3.0901 1.0 1.0 1.8
C 4.4640 -0.5805 2.0874 -0.8 1.0 -0.5
C 4.0857 0.8562 2.3066 0.0 -0.6 -0.7
C 4.1038 1.7618 1.0930 -0.6 -0.8 0.2
C 4.1845 1.1095 -0.2482 -0.8 0.4 -0.8
S 2.8678 1.6533 -1.3441 1.1 -0.5 0.2
O 3.3063 2.7298 -2.1151 1.3 1.4 -1.7
O 1.6846 1.8253 -0.6383 -2.5 -0.5 1.5
Cl 2.6289 0.0426 -2.6350 0.1 -0.1 0.2
C 2.0207 -1.0228 1.3304 0.5 -1.5 -1.3
H -2.7915 -2.5829 0.4615 -0.5 -1.5 -0.8
H -3.1821 -0.9303 0.7957 -1.4 1.0 -0.4
H -2.4880 -1.8576 2.0126 -0.2 -0.6 1.6
H -1.2180 -1.0971 -0.4848 0.3 0.6 -1.6
H -0.2042 -2.4869 1.9439 0.1 -0.2 1.5
H -0.4954 -3.1293 0.3953 -0.7 -1.3 -0.5
H 1.0590 -1.4417 -0.5046 -0.2 0.7 -1.3
H 1.4033 -3.5977 -0.8296 -0.6 -0.7 -1.1
H 1.8345 -3.9734 0.7812 0.3 -1.2 1.2
H 3.6980 -3.5727 -0.8325 0.6 -0.8 -0.9
H 3.2161 -2.0074 -0.7972 0.1 1.0 -1.0
H 4.9724 -2.5809 0.8364 1.6 0.4 -0.4
H 3.8482 -3.6144 1.4856 -0.3 -1.6 0.8
H 2.6543 -2.9351 2.9809 -1.3 -1.9 0.1
H 4.9846 -0.9223 2.9251 0.8 -0.7 1.4
H 5.1539 -0.6171 1.2920 1.0 -0.1 -1.0
H 3.1571 0.9000 2.7894 -1.5 0.1 0.7
H 4.7631 1.2482 2.9959 1.2 0.7 1.2
H 3.2416 2.3582 1.1113 -1.3 0.9 0.1
H 4.8942 2.4368 1.1777 1.4 1.0 0.1
H 4.1812 0.0584 -0.2862 -0.2 -1.3 0.2
H 5.0532 1.4218 -0.7391 1.4 0.4 -1.0
H 2.0768 -0.0870 0.8515 0.3 1.2 -0.5
H 1.4357 -0.8755 2.1793 -0.8 0.5 1.5
C 1.7670 4.4306 -4.4774 -0.1 0.0 0.0
C 2.2904 5.8105 -4.1488 0.1 0.1 0.0
O 1.8850 6.5716 -5.3051 0.4 -0.2 0.5
C 0.8308 5.9468 -5.8654 1.4 -0.9 1.8
O 0.1774 6.3916 -6.7079 -1.9 1.3 -2.4
O 0.6361 4.7234 -5.3178 0.4 -0.3 0.4
H 1.4664 3.8685 -3.6007 -0.2 0.0 0.0
H 2.4869 3.8394 -5.0470 0.0 0.0 -0.1
H 1.8294 6.2427 -3.2654 -0.1 -0.1 -0.1
H 3.3690 5.8283 -4.0268 0.1 0.1 -0.3
C -4.0990 1.9779 -4.0018 -0.1 -0.1 0.0
C -3.0035 3.0027 -3.8322 0.1 0.1 0.1
O -2.4695 2.6618 -2.5338 -0.1 0.6 -0.5
C -2.7532 1.3763 -2.2963 -0.9 1.1 -1.7
O -2.3244 0.7574 -1.4112 1.1 -1.6 2.2
O -3.6063 0.8794 -3.2137 -0.3 0.1 -0.5
H -4.2457 1.6833 -5.0349 0.1 -0.2 0.0
H -5.0535 2.3078 -3.5891 0.0 0.0 0.1
H -2.2162 2.9027 -4.5754 0.1 -0.1 0.0
H -3.3717 4.0199 -3.8477 0.1 0.2 0.2
C -4.8249 -6.7620 -0.1749 0.1 -0.1 -0.1
C -4.7913 -5.8293 1.0085 -0.2 0.0 0.3
O -3.4821 -5.2299 0.8918 -0.4 -0.2 0.2
C -3.1087 -5.3190 -0.3970 -1.7 -1.0 0.8
O -2.1771 -4.7824 -0.8485 2.4 1.4 -1.0
O -3.9411 -6.0972 -1.1025 -0.4 -0.4 0.1
H -5.8175 -6.8783 -0.5935 0.0 0.1 -0.3
H -4.4224 -7.7484 0.0553 0.1 0.0 0.0
H -5.5454 -5.0436 0.9435 0.1 0.1 -0.1
H -4.9038 -6.3470 1.9546 0.2 0.0 0.1
C 0.8468 9.4326 -0.0813 0.0 0.0 0.0
C 1.4119 9.7592 -1.4459 0.0 0.0 -0.1
O 1.4026 8.4726 -2.0897 0.3 0.6 0.1
C 0.4715 7.7113 -1.4835 0.6 2.0 0.8
O 0.1130 6.6817 -1.8803 -0.9 -2.7 -1.0
O 0.0113 8.2959 -0.3642 0.1 0.5 0.4
H 0.2682 10.2455 0.3423 -0.2 -0.1 0.0
H 1.6160 9.1362 0.6330 0.0 -0.1 0.0
H 0.7783 10.4420 -2.0120 -0.1 -0.1 0.0
H 2.4155 10.1666 -1.4019 0.2 -0.2 -0.1
C -4.4197 -5.5039 5.9408 -0.1 0.1 -0.1
C -3.7178 -6.6718 6.5952 0.0 -0.1 0.0
O -4.2489 -7.7910 5.8679 0.2 0.3 0.5
C -4.6655 -7.3519 4.6675 0.6 1.2 1.7
O -4.9891 -8.0502 3.7984 -0.8 -1.5 -2.3
O -4.6567 -5.9976 4.6092 0.1 0.2 0.3
H -3.8147 -4.6043 5.9201 0.0 0.1 -0.2
H -5.3780 -5.2745 6.4071 0.0 -0.1 0.0
H -2.6358 -6.6432 6.4586 0.0 0.0 -0.1
H -3.9361 -6.7560 7.6536 -0.1 -0.2 0.0
```
Positions in Å, forces in eV/Å.

Calculated values
- frontier orbital gap (eV) = 9.16
- highest occupied orbital energy (hartree) = -0.4410
- charge = +1

=====

2.
Molecular formula: C27H44Cl2NOPRh
Method: DFT, the ωB97M-V functional and the def2-TZVPD basis

Geometry as XYZ:
```
77
Properties=species:S:1:pos:R:3:forces:R:3
P 0.1325 -0.9057 -3.9942 -0.3 -0.1 -3.0
C 1.6712 -0.3545 -5.0517 -0.5 -0.4 0.6
C 1.9129 -0.7532 -6.5323 -0.2 0.1 0.1
C 3.3199 -0.3104 -6.9765 0.0 -0.3 0.3
C 3.6131 1.1646 -6.7142 -0.2 0.2 0.1
C 3.2381 1.6033 -5.2945 -0.1 -0.1 0.1
C 1.8184 1.1634 -4.9094 0.4 -0.1 0.0
C -1.2833 -0.0933 -5.0124 0.4 -0.3 0.3
C -1.1560 0.0735 -6.5434 -0.2 0.0 0.2
C -2.4711 0.6157 -7.1229 0.0 -0.2 0.1
C -2.9158 1.9221 -6.4646 0.2 0.1 0.0
C -2.8984 1.8610 -4.9358 0.1 -0.1 0.2
C -1.5999 1.2620 -4.3700 -0.3 0.1 -0.2
C -0.0317 -2.6105 -4.8614 0.0 0.4 -0.1
C 1.1768 -3.5199 -4.5558 -0.2 -0.1 0.1
C 1.0744 -4.9084 -5.2077 -0.1 0.0 -0.1
C -0.2560 -5.6174 -4.9441 0.0 0.2 0.3
C -1.4556 -4.7159 -5.2461 0.1 0.0 -0.2
C -1.3700 -3.3259 -4.5928 0.1 -0.1 0.3
H 2.4405 -0.8549 -4.4387 0.1 0.4 -0.2
H 1.1720 -0.2655 -7.1800 0.3 -0.2 0.2
H 1.8086 -1.8386 -6.7048 0.1 0.4 0.1
H 3.4600 -0.5401 -8.0384 0.0 0.0 0.1
H 4.0496 -0.9133 -6.4199 0.0 0.0 -0.1
H 4.6707 1.3642 -6.8903 0.1 0.0 0.0
H 3.0688 1.7814 -7.4372 -0.1 0.0 0.0
H 3.9456 1.1528 -4.5799 -0.2 0.1 -0.1
H 3.3141 2.6929 -5.2020 0.1 -0.1 0.0
H 1.6178 1.4580 -3.8692 0.0 0.0 -0.2
H 1.0916 1.6720 -5.5684 0.2 -0.1 0.3
H -2.1180 -0.7963 -4.8335 0.1 0.5 0.1
H -3.2541 -0.1384 -6.9742 0.0 0.0 0.0
H -0.9101 -0.8795 -7.0436 -0.1 0.3 0.2
H -0.3530 0.7900 -6.7798 -0.3 -0.2 0.1
H -2.3649 0.7531 -8.2055 -0.1 0.0 0.1
H -3.9196 2.1829 -6.8079 0.0 0.0 0.0
H -2.2627 2.7319 -6.8023 0.1 0.0 0.0
H -3.0452 2.8637 -4.5172 -0.1 -0.1 -0.1
H -3.7438 1.2436 -4.6003 0.1 0.0 0.0
H -1.6924 1.1344 -3.2808 0.0 0.1 -0.3
H -0.7616 1.9559 -4.5589 -0.3 -0.2 0.1
H -0.0169 -2.2958 -5.9229 0.0 -0.5 0.3
H 2.1213 -3.0587 -4.8850 -0.3 0.0 0.2
H 1.2467 -3.6387 -3.4622 0.0 0.0 -0.2
H 1.2096 -4.8184 -6.2944 0.0 0.1 0.0
H 1.8948 -5.5356 -4.8472 0.0 0.0 0.0
H -0.2971 -5.9221 -3.8897 0.0 0.1 -0.1
H -0.3151 -6.5371 -5.5378 0.0 0.1 0.1
H -2.3724 -5.2135 -4.9160 0.0 0.0 0.0
H -1.5390 -4.6016 -6.3364 0.0 0.1 0.1
H -2.2149 -2.7310 -4.9692 0.3 -0.1 0.2
H -1.5117 -3.4155 -3.5048 0.0 0.0 -0.2
Rh -0.1242 -0.0380 -1.0878 1.1 -1.2 -1.4
Cl -2.0542 -1.1557 -1.5970 -1.7 -1.0 0.1
Cl 2.0698 -0.6150 -1.6873 1.4 -0.2 0.3
C -0.4331 1.2621 0.3369 -0.7 3.4 3.0
H -0.5489 0.8671 1.3620 -0.1 0.6 -0.5
C -0.4952 2.7224 0.1810 0.4 -1.7 0.5
C -1.0967 3.7388 1.0142 0.3 -0.8 -0.6
C -1.2242 5.0186 0.5013 0.0 0.4 -0.1
C -0.6944 5.3573 -0.7560 -0.1 -0.2 0.0
C 0.0115 4.3960 -1.4830 0.3 0.0 -0.3
C 0.1524 3.1086 -1.0037 -0.3 0.8 -0.5
H -1.4740 3.4775 2.0087 0.0 0.1 -0.4
H -1.7615 5.8044 1.0444 0.2 -0.4 0.0
H 0.4510 4.6210 -2.4542 0.0 0.2 0.2
H 0.7210 2.3351 -1.5447 -0.3 0.6 0.1
H -0.8252 6.3578 -1.1645 0.0 -0.2 0.1
C -0.1074 -2.3208 3.2361 -0.2 0.1 0.5
C -0.4447 -1.4692 2.0389 0.7 0.8 -1.8
N -1.7042 -0.9260 2.0377 0.0 -0.8 0.2
O 0.3699 -1.2285 1.1201 -1.4 -1.2 1.9
H -0.9720 -2.3713 3.8986 0.0 0.0 0.1
H 0.7170 -1.8865 3.8171 0.0 -0.2 -0.4
H 0.1171 -3.3467 2.9332 0.2 0.3 -0.1
H -2.0743 -0.6266 1.1433 0.1 0.2 -0.1
H -2.3832 -1.1904 2.7436 0.4 0.0 -0.4
```
Positions in Å, forces in eV/Å.

Calculated values
- spin multiplicity = 5
- frontier orbital gap (spin up / spin down) (eV) = 5.86 / 7.14
- highest occupied orbital energy (spin up / spin down) (hartree) = -0.1107 / -0.1725
- charge = -1
- expectation value of S² = 6.036
- energy relative to the best compared isomer or geometry (same formula, charge and spin) (kJ/mol) = 0.0

=====

Number 1: calculated total energy -3782.6197 a.u.. Number 2: calculated total energy -2557.5167 a.u..